1.
Below is a structure of composition C26H20BeGeNO4, with properties calculated with ωB97M-V/def2-TZVPD.

The calculation puts the orbital gap (spin up / spin down) at 4.84 / 4.43 eV. As for the spin multiplicity: 1. Its charge is -1.

Cartesian coordinates (Å):
Be: -1.3011 -0.0780 2.2695
O: 0.4962 -4.2122 1.2577
C: 0.3586 -2.9274 1.8172
O: 1.1352 -2.0358 1.6138
C: -0.9346 -2.8474 2.5329
C: -1.4434 -4.0092 3.1616
C: -2.5595 -3.9724 4.0098
C: -3.2344 -2.7751 4.1574
C: -2.7269 -1.6770 3.5448
N: -1.6311 -1.6869 2.7305
C: -3.1408 -0.3099 3.6084
O: -4.3726 0.0446 3.9991
O: -2.2986 0.6015 3.2902
H: 1.3717 -4.2556 0.8544
H: -0.8059 -4.9100 3.1379
H: -2.9580 -4.8165 4.4855
H: -3.9874 -2.8015 4.9517
H: -4.9932 -0.6619 4.1198
C: -0.2986 0.6247 1.1584
Ge: 0.4163 1.0536 -0.5280
C: 1.7341 -0.2208 -1.1771
C: 1.4504 -1.2307 -2.0816
C: 2.3542 -2.2107 -2.3386
C: 3.5033 -2.2873 -1.5642
C: 3.8933 -1.2009 -0.7801
C: 2.9823 -0.1568 -0.5789
C: -1.0291 1.0827 -1.9285
C: -2.3749 0.9274 -1.5053
C: -3.4392 1.0066 -2.3806
C: -3.2647 1.1998 -3.7807
C: -1.9646 1.3902 -4.1723
C: -0.8231 1.3109 -3.2462
C: 1.5393 2.6995 -0.7683
C: 2.6201 2.8564 -1.6474
C: 3.4829 3.8949 -1.5493
C: 3.2342 4.9002 -0.5811
C: 2.1512 4.7907 0.2812
C: 1.3555 3.6520 0.2101
H: 0.5102 -1.2933 -2.6585
H: 2.0848 -3.0737 -2.9550
H: 4.2049 -3.1308 -1.6337
H: 4.8825 -1.1878 -0.3448
H: 3.2590 0.6733 0.0910
H: -2.5819 0.9252 -0.4331
H: -4.4705 0.9701 -2.0163
H: -4.1345 1.3315 -4.3695
H: -1.6974 1.5072 -5.2476
H: 0.1582 1.4258 -3.6767
H: 2.6998 2.1370 -2.5151
H: 4.3589 3.9942 -2.1660
H: 3.8448 5.8107 -0.5685
H: 1.8528 5.6352 0.9719
H: 0.5311 3.5240 0.9383

Here are the natural (NBO) charges for atoms 1 to 6, given in e:
1 Be 1.62
2 O -0.72
3 C 0.75
4 O -0.50
5 C 0.11
6 C -0.26


2.
Below is a structure of composition C26H20Br2ClN6O3RuS, with properties calculated with ωB97M-V/def2-TZVPD.

The calculation puts the orbital gap (spin up / spin down) at 6.43 / 5.31 eV. As for the spin multiplicity: 5. Its charge is +1.

Cartesian coordinates (Å):
Ru: -0.1970 -0.1968 -0.4958
Br: 0.5375 -9.7511 0.8107
C: -0.3213 -8.3613 1.7581
C: 0.4250 -7.2700 2.1963
C: -0.1917 -6.2600 2.8960
C: -1.5820 -6.3256 3.1640
C: -2.3118 -7.4497 2.7265
C: -1.6854 -8.4529 2.0238
N: -2.2308 -5.3359 3.8085
N: -1.7051 -4.2792 4.2761
C: -1.4582 -3.1456 3.6264
C: -0.7312 -2.1330 4.2909
C: -0.1539 -1.0778 3.6102
C: -0.3022 -0.9613 2.2258
O: 0.3208 -0.0541 1.4795
C: -1.1945 -1.8461 1.5841
N: -1.4207 -1.5919 0.2649
C: -2.2554 -2.3493 -0.4313
C: -2.9592 -3.3866 0.1671
C: -2.7379 -3.6785 1.5038
C: -1.8178 -2.9264 2.2396
H: 1.4857 -7.2329 1.9892
H: 0.3717 -5.4107 3.2602
H: -3.3665 -7.5105 2.9607
H: -2.2425 -9.3150 1.6848
H: -0.5865 -2.2449 5.3569
H: 0.4515 -0.3495 4.1330
H: -2.3630 -2.1118 -1.4825
H: -3.6674 -3.9573 -0.4142
H: -3.2817 -4.4836 1.9785
Br: 2.2483 1.9368 -8.3848
C: 1.6200 1.6130 -6.6317
C: 2.2982 2.1664 -5.5535
C: 1.8596 1.9018 -4.2706
C: 0.7448 1.0910 -4.0711
C: 0.0684 0.5472 -5.1626
C: 0.5033 0.8089 -6.4470
C: 0.3122 0.7450 -2.7124
O: 0.8967 1.2040 -1.6786
O: -0.6574 -0.0657 -2.5124
H: 3.1634 2.7922 -5.7196
H: 2.3844 2.3076 -3.4161
H: -0.7898 -0.0874 -4.9881
H: -0.0132 0.3901 -7.2990
C: -4.2827 4.1027 -2.5425
C: -4.3742 2.8365 -1.6876
C: -3.1065 2.5359 -0.9691
N: -2.6043 1.3697 -0.8196
N: -1.4354 1.3659 -0.1189
C: -1.0274 2.5672 0.2852
N: 0.0596 2.7546 1.0195
S: -2.1198 3.8044 -0.2199
H: -5.2142 4.2506 -3.0842
H: -3.4718 4.0267 -3.2673
H: -4.1107 4.9840 -1.9221
H: -4.6099 1.9674 -2.3003
H: -5.1753 2.9480 -0.9523
H: 0.5789 1.9406 1.3281
H: 0.4070 3.6740 1.2250
Cl: 1.3143 -1.7326 -0.9988

Here are the natural (NBO) charges for atoms 1 to 6, given in e:
1 Ru 1.23
2 Br 0.09
3 C -0.07
4 C -0.25
5 C -0.17
6 C 0.05


3.
Below is a structure of composition C26H20Br2N11O3PdSe, with properties calculated with ωB97M-V/def2-TZVPD.

The calculation puts the orbital gap (spin up / spin down) at 4.21 / 4.32 eV. As for the spin multiplicity: 1. Its charge is -1.

Cartesian coordinates (Å):
Pd: 0.0566 0.9782 0.2709
N: 2.3760 0.8695 2.7922
C: 1.0628 0.8632 3.1449
N: 0.5803 0.7531 4.3759
N: -0.7320 0.8500 4.2288
N: -1.0571 1.0108 3.0045
N: 0.0481 1.0325 2.2666
C: 2.7936 1.1123 1.5212
N: 4.0625 1.2608 1.1662
N: 4.0248 1.5147 -0.1291
N: 2.8185 1.5338 -0.5634
N: 1.9884 1.2943 0.4427
H: 3.0735 0.7300 3.5046
Br: -4.9227 0.9323 0.1492
C: -3.7679 0.9229 -1.3340
C: -4.2209 0.8950 -2.6272
C: -3.2936 0.9002 -3.6751
Br: -3.9732 0.9267 -5.4419
C: -1.8909 0.8920 -3.4695
C: -0.9207 0.8891 -4.4708
C: 0.4400 0.8758 -4.0898
C: 0.7958 0.8594 -2.7734
N: -0.1294 0.8721 -1.7726
C: -1.4535 0.8918 -2.1173
C: -2.3671 0.9370 -1.0381
O: -1.9389 1.0067 0.1762
H: -5.2793 0.8703 -2.8414
H: -1.1975 0.9035 -5.5109
H: 1.1991 0.8721 -4.8530
H: 1.8283 0.8569 -2.4510
Se: -1.0046 3.7356 0.3568
C: -0.4885 5.5886 0.2606
C: -1.1666 6.4358 -0.6199
C: -0.8730 7.7871 -0.6038
N: 0.0253 8.3366 0.1986
C: 0.6809 7.5321 1.0194
C: 0.4722 6.1651 1.0904
H: -1.9144 6.0406 -1.2928
H: -1.3912 8.4726 -1.2637
H: 1.4072 8.0169 1.6623
H: 1.0382 5.5638 1.7879
C: 0.4232 -7.6251 1.4462
C: 0.5238 -6.1583 1.1382
C: -0.1462 -5.6079 0.0573
C: -0.1239 -4.2421 -0.1868
C: -0.8560 -3.6652 -1.3583
C: 0.5943 -3.4197 0.6769
C: 1.3430 -3.9533 1.7236
C: 2.1964 -3.0853 2.5968
C: 1.2856 -5.3234 1.9437
C: 0.5273 -1.9123 0.4726
O: 1.5759 -1.3030 0.2323
O: -0.6085 -1.4060 0.5638
H: -0.4007 -8.0795 0.8986
H: 0.2538 -7.7734 2.5121
H: 1.3430 -8.1472 1.1777
H: -0.7032 -6.2470 -0.6147
H: -1.2293 -4.4555 -2.0074
H: -0.1975 -3.0154 -1.9330
H: -1.6848 -3.0503 -1.0107
H: 1.6347 -2.2281 2.9635
H: 3.0298 -2.6923 2.0160
H: 2.5845 -3.6444 3.4468
H: 1.8475 -5.7492 2.7636

Here are the natural (NBO) charges for atoms 1 to 6, given in e:
1 Pd 1.22
2 N -0.59
3 C 0.44
4 N -0.37
5 N -0.09
6 N -0.09


4.
Below is a structure of composition C26H20Cl5N3ORu, with properties calculated with ωB97M-V/def2-TZVPD.

The calculation puts the orbital gap (spin up / spin down) at 6.55 / 7.01 eV. As for the spin multiplicity: 2. Its charge is +1.

Cartesian coordinates (Å):
Ru: 0.1440 0.1452 -0.0057
Cl: -1.6940 -1.7828 -0.4058
C: -1.0579 -2.1899 1.1645
C: -0.1084 -1.3111 1.6615
C: 0.3671 -1.5764 2.9339
Cl: 1.4587 -0.4586 3.6780
C: -0.0414 -2.6986 3.6585
Cl: 0.5957 -3.0066 5.2194
C: -0.9799 -3.5732 3.1054
Cl: -1.4847 -4.9586 3.9748
C: -1.5138 -3.3081 1.8445
Cl: -2.6981 -4.3361 1.1501
C: 1.3619 0.0761 -4.3128
C: 1.4149 -0.5450 -2.9487
O: 0.4255 -0.5534 -2.2037
N: 2.5740 -1.0953 -2.5678
C: 2.7212 -1.8079 -1.3080
C: 3.3182 -0.9392 -0.2313
C: 4.6598 -1.0322 0.1045
C: 5.1611 -0.2266 1.1151
C: 4.3106 0.6717 1.7358
C: 2.9888 0.7186 1.3324
N: 2.4982 -0.0828 0.3856
H: 0.3978 -0.1590 -4.7592
H: 2.1642 -0.2684 -4.9615
H: 1.4176 1.1618 -4.2184
H: 3.3593 -1.0762 -3.1969
H: 3.3349 -2.6909 -1.4744
H: 1.7281 -2.1193 -0.9833
H: 5.2986 -1.7393 -0.4073
H: 6.1989 -0.3002 1.4108
H: 4.6585 1.3136 2.5324
H: 2.2924 1.4157 1.7763
N: -1.6089 1.0774 1.6113
C: -2.2502 2.3247 1.4534
C: -3.6165 2.4298 1.6931
C: -4.2515 3.6556 1.6379
C: -3.5180 4.7948 1.3387
C: -2.1699 4.6843 1.0546
C: -1.5125 3.4525 1.0835
C: -0.1204 3.3572 0.5968
C: 0.7570 4.4391 0.7560
C: 1.9859 4.4806 0.1196
C: 2.3435 3.4686 -0.7605
C: 1.4895 2.3892 -0.9119
C: 0.3096 2.2738 -0.1828
H: -2.2349 0.3693 1.9678
H: -0.7690 1.1312 2.1757
H: -4.1777 1.5387 1.9528
H: -5.3109 3.7294 1.8419
H: -4.0006 5.7616 1.2997
H: -1.6173 5.5673 0.7639
H: 0.4639 5.2616 1.3943
H: 2.6512 5.3194 0.2768
H: 3.2682 3.5237 -1.3210
H: 1.7526 1.6314 -1.6406

Here are the natural (NBO) charges for atoms 1 to 6, given in e:
1 Ru 0.92
2 Cl 0.09
3 C -0.11
4 C -0.25
5 C 0.01
6 Cl 0.03